Here is a cluster of 2 separate species, C14H22N3 in total from OMol25. Energies are from ωB97M-V/def2-TZVPD.

```
! wB97M-V def2-TZVPD RIJCOSX def2/J DEFGRID3
* xyz 1 1
C 1.08418 -1.33180 -1.88350
N 1.32992 0.02114 -1.30765
C 0.49350 1.02146 -1.98450
N 2.67429 0.47749 -1.37622
C 3.72905 -0.25312 -1.43019
H 0.80465 -1.22284 -2.96570
H 1.99251 -1.94748 -1.79036
H 0.24784 -1.81769 -1.33452
H -0.00192 0.55451 -2.84455
H -0.24276 1.50122 -1.33121
H 1.18605 1.76952 -2.37191
H 4.69009 0.28207 -1.46168
H 3.80612 -1.35742 -1.45464
C -3.24451 -3.24741 -0.39523
N -2.79822 -1.91206 -0.04590
C -3.83341 -0.90615 0.10151
C -1.51450 -1.69281 0.20636
C -0.94947 -0.43181 0.41769
C 0.43316 -0.15571 0.53755
C 0.85676 1.04185 1.26009
C 1.98755 1.06613 2.11299
C 2.34855 2.25034 2.76227
C 1.58446 3.41881 2.58490
C 0.43376 3.38338 1.78712
C 0.05486 2.19763 1.16758
H -4.33153 -3.27933 -0.35476
H -2.91581 -3.56148 -1.39583
H -2.84663 -3.97597 0.31789
H -4.79390 -1.40312 -0.05632
H -3.82412 -0.48046 1.11443
H -3.73415 -0.07856 -0.61755
H -0.86906 -2.56852 0.09936
H -1.64289 0.40048 0.50933
H 1.16715 -0.95675 0.47201
H 2.59855 0.15266 2.20277
H 3.23666 2.25651 3.40023
H 1.83094 4.32498 3.14629
H -0.18232 4.26674 1.65694
H -0.84541 2.19357 0.54495
*
```

The LUMO energy comes out at -3.82 eV. As for the HOMO-LUMO gap: 7.9 eV. The highest occupied orbital energy is -11.68 eV. The value obtained for the total energy is -19335.7436 eV. As for the relative energy (zero: lowest compared OMol25 entry of this formula, charge and spin): 2.067 eV.

Results of the Mulliken charge analysis, in e, for atoms 1 through 5: -0.50 0.76 -0.67 -0.88 -0.24



Here is a structure of composition C47H58ClFNO4SSbSe4Zr from OMol25. Energies are from ωB97M-V/def2-TZVPD.

```
! wB97M-V def2-TZVPD RIJCOSX def2/J DEFGRID3
* xyz -2 1
Zr -0.88351 1.00805 3.62124
C -2.94281 3.78087 2.04997
O -1.94288 2.79598 1.76730
C -1.72280 2.64776 0.41140
C -2.61195 1.87125 -0.32773
C -3.63737 1.01923 0.37999
C -3.22562 -0.43073 0.36141
C -3.83721 -1.27346 -0.56893
C -3.56631 -2.63106 -0.64266
C -2.69642 -3.13082 0.32205
C -2.07265 -2.32617 1.26308
C -1.17900 -2.96967 2.29050
C 0.25997 -2.72284 1.91817
C 0.87823 -3.43469 0.90183
C 2.17388 -3.14241 0.47505
C 2.80121 -2.03727 1.03545
C 2.20960 -1.29830 2.05930
C 2.87555 -0.04638 2.59197
C 2.77689 1.05051 1.55991
C 3.78661 1.23322 0.63029
C 3.73657 2.23037 -0.34215
C 2.65120 3.09331 -0.28612
C 1.61483 2.94178 0.63446
C 0.45405 3.91101 0.59363
C -0.66230 3.28560 -0.20533
C -0.57106 3.23820 -1.59816
C -1.49583 2.55615 -2.37541
C -2.48724 1.83719 -1.70606
C -1.48399 2.59201 -3.90335
C -1.36716 1.16656 -4.45965
C -0.32946 3.42407 -4.45872
C -2.80023 3.22049 -4.38598
C 1.62182 1.85500 1.52050
O 0.61475 1.60293 2.33391
C 4.82334 2.31326 -1.41007
C 4.58068 3.45039 -2.40315
C 6.19643 2.53699 -0.75951
C 4.85269 0.99658 -2.20092
C 0.96994 -1.69894 2.52666
O 0.46092 -1.11644 3.67757
C 0.98637 -1.74513 4.85865
C 2.84897 -4.03675 -0.56520
C 2.94535 -5.46251 -0.00457
C 4.26124 -3.56551 -0.91065
C 2.01496 -4.05006 -1.85450
C -2.25879 -0.93009 1.24575
O -1.56136 -0.13163 2.04797
C -4.17500 -3.55936 -1.69305
C -3.04247 -4.25757 -2.45953
C -5.05237 -4.61202 -1.00240
C -5.03432 -2.80020 -2.70210
H -3.76233 3.70234 1.33060
H -3.32911 3.57566 3.04526
H -2.51034 4.78225 2.01191
H -3.75139 1.35146 1.40840
H -4.60731 1.11172 -0.11492
H -4.55859 -0.81981 -1.23969
H -2.49164 -4.19728 0.36513
H -1.39586 -2.56156 3.27586
H -1.38732 -4.04064 2.31484
H 0.31982 -4.24623 0.44401
H 3.77878 -1.72308 0.69082
H 2.37816 0.27762 3.50478
H 3.92723 -0.23799 2.81604
H 4.64291 0.56541 0.67741
H 2.58156 3.92608 -0.97705
H 0.10895 4.15591 1.59555
H 0.78248 4.84063 0.12360
H 0.25894 3.76071 -2.05912
H -3.19106 1.22359 -2.26114
H -0.44321 0.69840 -4.11404
H -2.20133 0.54283 -4.13579
H -1.35894 1.18451 -5.55397
H 0.63737 2.99981 -4.17797
H -0.38574 3.44022 -5.55030
H -0.37378 4.45496 -4.10209
H -3.65904 2.63697 -4.05120
H -2.90602 4.23133 -3.98617
H -2.82350 3.27159 -5.47921
H 4.59389 4.42299 -1.90635
H 5.37071 3.44704 -3.15884
H 3.62383 3.33191 -2.91629
H 6.19672 3.46445 -0.18297
H 6.45454 1.71841 -0.08572
H 6.97464 2.60437 -1.52681
H 3.87562 0.79920 -2.64697
H 5.59672 1.04779 -3.00282
H 5.10589 0.15286 -1.55611
H 2.07377 -1.82022 4.78585
H 0.71784 -1.12097 5.70381
H 0.54347 -2.73471 4.97163
H 3.52148 -5.46810 0.92329
H 1.95742 -5.87280 0.20862
H 3.44203 -6.12177 -0.72391
H 4.90545 -3.56123 -0.02855
H 4.70146 -4.24460 -1.64553
H 4.25218 -2.56131 -1.34043
H 1.00482 -4.41915 -1.67144
H 1.93102 -3.03988 -2.26062
H 2.48469 -4.69331 -2.60516
H -2.44316 -4.88122 -1.79427
H -3.44584 -4.89520 -3.25337
H -2.38012 -3.51592 -2.91089
H -4.46819 -5.20930 -0.30075
H -5.85323 -4.12635 -0.44154
H -5.50123 -5.28712 -1.73914
H -4.45000 -2.03723 -3.22139
H -5.42621 -3.49589 -3.44935
H -5.88366 -2.31571 -2.21616
F 0.42875 0.93538 5.05409
Cl -3.41960 0.89357 3.90777
S -1.80670 0.00066 6.92236
C -2.05748 -1.41505 6.04955
N -2.24083 -2.40562 5.46412
Se -2.31366 7.08439 4.31213
Sb -1.33954 5.40869 5.72738
Se 0.36180 6.28664 7.15326
Se -0.24300 3.57709 4.10743
Se -1.88191 2.91108 5.64037
*
```

The LUMO energy comes out at 2.92 eV. As for the HOMO-LUMO gap: 5.5 eV. The highest occupied orbital energy is -2.55 eV. The value obtained for the total energy is -354649.9233 eV. As for the relative energy (zero: lowest compared OMol25 entry of this formula, charge and spin): 2.239 eV.

Results of the Mulliken charge analysis, in e, for atoms 1 through 5: 0.49 -1.04 1.13 -0.67 0.50



Here is a structure of composition C44H48As2BCsN7Si from OMol25. Energies are from ωB97M-V/def2-TZVPD.

```
! wB97M-V def2-TZVPD RIJCOSX def2/J DEFGRID3
* xyz -1 1
Cs 0.01341 -0.08502 2.08405
C -0.92261 0.26505 6.60864
C 0.16511 -0.01369 5.76533
N -0.19320 -0.80799 4.76326
N -1.51056 -1.05959 4.93594
C -1.96515 -0.43247 6.03935
B -2.37720 -1.97746 4.00696
N -3.13723 -1.13014 2.92611
C -4.28071 -0.46012 3.18208
C -4.72650 0.11242 2.01281
C -3.76813 -0.28400 1.06533
N -2.81530 -1.02609 1.61609
N -1.54832 -3.11665 3.40206
C -1.63908 -4.40160 3.80964
C -0.73728 -5.14807 3.08832
C -0.12961 -4.20446 2.24165
N -0.61550 -2.98821 2.43048
H -0.94118 0.87383 7.49623
H 1.18555 0.33077 5.84249
H -2.99361 -0.53830 6.34381
H -3.22335 -2.46496 4.72053
H -4.69914 -0.44920 4.17520
H -5.60647 0.71465 1.86538
H -3.73559 -0.06808 0.00716
H -2.33981 -4.68106 4.57825
H -0.55199 -6.20643 3.15521
H 0.63475 -4.36691 1.49582
C -1.20308 -0.14698 -1.90788
C -1.23038 -1.58790 -2.42665
As -0.35985 -2.84720 -1.17535
C -0.73789 -4.48584 -2.17437
C 0.24503 -5.40512 -2.52869
C -0.09616 -6.59915 -3.15369
C -1.42320 -6.88930 -3.43446
C -2.41208 -5.98281 -3.07534
C -2.07082 -4.79662 -2.44171
C 1.50763 -2.57396 -1.67975
C 1.95027 -2.49839 -2.99823
C 3.27113 -2.18453 -3.27673
C 4.16339 -1.94047 -2.23761
C 3.73647 -2.03274 -0.92193
C 2.41266 -2.35582 -0.64744
As 0.57171 0.70995 -2.09247
C 0.56685 0.90779 -4.04098
C 1.80745 0.95846 -4.67218
C 1.90431 1.13181 -6.04686
C 0.75339 1.24966 -6.81331
C -0.48952 1.19787 -6.19686
C -0.58099 1.02977 -4.82045
C 0.10177 2.52504 -1.51557
C -1.67822 2.99761 -0.26660
C -1.97456 4.34388 0.26546
C -1.26732 5.33986 -0.56135
C 0.52039 4.86754 -1.81446
C 1.12357 3.52407 -1.88543
H -1.47686 -0.12661 -0.84843
H -1.95012 0.45919 -2.42352
H -0.80302 -1.67669 -3.42761
H -2.26528 -1.93420 -2.48741
H 1.28594 -5.19393 -2.31893
H 0.68191 -7.30414 -3.42039
H -1.68715 -7.81864 -3.92341
H -3.45290 -6.20348 -3.27797
H -2.85883 -4.11349 -2.14359
H 1.25745 -2.66670 -3.81524
H 3.60107 -2.11117 -4.30610
H 5.19069 -1.67652 -2.45636
H 4.42463 -1.83962 -0.10875
H 2.07711 -2.40907 0.38329
H 2.70883 0.85741 -4.07829
H 2.87837 1.17391 -6.51925
H 0.82383 1.38150 -7.88597
H -1.39283 1.29130 -6.78764
H -1.56069 0.99507 -4.36108
H -2.43164 2.24037 -0.04100
H -2.20191 4.50708 1.31113
H -1.68805 6.34617 -0.55659
H 0.98903 5.63424 -2.43234
H 2.17728 3.34759 -1.70861
C 3.23108 1.00046 3.47883
Si 2.49645 2.69107 3.03557
C 1.87470 3.45172 4.64387
C 3.97641 3.72187 2.49493
N 1.28588 2.38485 1.91199
C 0.71749 3.20281 0.98973
C 0.89577 4.54525 0.80825
C 0.30967 5.36426 -0.30269
C -1.01115 4.69305 -1.94594
C -1.28468 3.17922 -1.75761
C -0.21841 2.45495 0.03992
H 3.83466 1.05058 4.39097
H 3.87278 0.64374 2.66744
H 2.45107 0.24843 3.63976
H 2.61558 3.34617 5.44388
H 0.95167 2.96155 4.96631
H 1.65961 4.51714 4.52145
H 4.79467 3.59710 3.21165
H 3.74436 4.78713 2.42564
H 4.32929 3.39672 1.51184
H 1.55625 5.05912 1.50031
H 0.64394 6.39858 -0.20692
H -1.50647 5.12356 -2.81584
H -1.93609 2.75309 -2.52084
H -0.26462 1.42523 0.38430
*
```

The LUMO energy (spin up / spin down) comes out at 2.09 / 2.08 eV. As for the HOMO-LUMO gap (spin up / spin down): 5.7 / 5.7 eV. The highest occupied orbital energy (spin up / spin down) is -3.66 / -3.65 eV. The value obtained for the total energy is -187616.7528 eV. As for the relative energy (zero: lowest compared OMol25 entry of this formula, charge and spin): 5.285 eV.

Results of the Mulliken charge analysis, in e, for atoms 1 through 5: 1.54 -1.03 -0.38 -0.72 0.78